(1)
DFT (ωB97M-V/def2-TZVPD) results for a cluster of 13 separate species, C63H70F8O15 in total.

Positions of all 156 atoms, in Å:
F1 12.297 16.807 10.774
C1 13.302 16.063 10.220
C2 13.296 15.880 8.853
C3 14.307 15.103 8.330
C4 15.255 14.496 9.114
C5 15.209 14.632 10.507
C6 14.199 15.450 11.055
H1 12.481 16.275 8.245
H2 14.316 14.995 7.243
H3 15.898 13.820 8.678
H4 15.872 14.236 11.297
H5 14.152 15.647 12.114
F2 18.124 18.668 13.965
C7 18.766 17.600 13.338
C8 19.891 17.057 13.944
C9 20.613 16.105 13.234
C10 20.175 15.664 11.978
C11 18.996 16.099 11.437
C12 18.250 17.101 12.171
H6 20.226 17.429 14.908
H7 21.597 15.757 13.518
H8 20.694 14.754 11.690
H9 18.530 15.704 10.611
H10 17.258 17.339 11.861
F3 18.667 19.853 20.718
C13 18.709 18.971 19.713
C14 18.987 19.532 18.452
C15 19.018 18.661 17.397
C16 18.649 17.345 17.500
C17 18.303 16.863 18.745
C18 18.340 17.658 19.872
H11 19.070 20.614 18.374
H12 19.120 19.047 16.420
H13 18.628 16.737 16.662
H14 18.038 15.838 18.764
H15 18.007 17.206 20.814
F4 19.191 10.254 18.172
C19 19.647 9.717 17.081
C20 20.979 9.877 16.737
C21 21.402 9.288 15.527
C22 20.532 8.490 14.813
C23 19.254 8.274 15.178
C24 18.811 8.871 16.337
H16 21.691 10.538 17.250
H17 22.377 9.343 15.129
H18 20.846 8.028 13.883
H19 18.635 7.620 14.557
H20 17.810 8.655 16.697
F5 16.161 15.039 19.857
C25 14.852 14.764 20.123
C26 14.625 13.603 20.824
C27 13.262 13.294 21.118
C28 12.199 14.111 20.692
C29 12.539 15.257 20.031
C30 13.854 15.652 19.748
H21 15.448 12.979 21.152
H22 13.037 12.349 21.653
H23 11.203 13.964 20.998
H24 11.690 15.935 19.668
H25 14.076 16.559 19.214
F6 13.823 10.069 11.878
C31 12.921 10.754 11.185
C32 12.374 11.900 11.755
C33 11.410 12.605 11.033
C34 11.157 12.215 9.742
C35 11.742 11.131 9.131
C36 12.637 10.353 9.884
H26 12.491 12.157 12.852
H27 10.918 13.419 11.489
H28 10.590 12.792 9.021
H29 11.577 10.949 8.110
H30 13.100 9.445 9.433
F7 23.496 11.816 17.585
C37 22.851 12.868 18.150
C38 21.949 13.495 17.356
C39 21.234 14.506 17.918
C40 21.461 14.944 19.224
C41 22.386 14.200 20.012
C42 23.136 13.176 19.483
H31 21.728 13.143 16.326
H32 20.501 14.968 17.249
H33 20.991 15.844 19.719
H34 22.637 14.508 21.046
H35 23.945 12.650 19.955
F8 18.676 14.678 20.943
C43 18.675 13.498 21.642
C44 18.144 13.425 22.904
C45 18.192 12.171 23.430
C46 18.749 11.096 22.831
C47 19.322 11.256 21.626
C48 19.330 12.455 20.974
H36 17.776 14.325 23.366
H37 17.939 12.093 24.497
H38 18.690 10.124 23.305
H39 19.927 10.542 21.104
H40 19.857 12.601 20.070
C49 15.170 17.941 15.387
O1 13.736 18.252 15.329
C50 12.893 17.277 15.278
O2 13.111 16.084 15.130
O3 11.666 17.791 15.567
C51 10.605 16.909 15.232
H41 15.437 17.129 14.767
H42 15.272 17.693 16.437
H43 15.695 18.833 15.128
H44 10.560 16.062 15.952
H45 10.596 16.638 14.198
H46 9.672 17.469 15.398
C52 24.526 12.819 12.864
O4 23.270 12.510 12.320
C53 22.357 12.617 13.278
O5 22.616 12.957 14.417
O6 21.196 12.190 12.766
C54 20.069 12.138 13.763
H47 25.183 12.875 12.006
H48 24.772 11.923 13.383
H49 24.524 13.758 13.434
H50 20.535 11.910 14.736
H51 19.401 11.475 13.190
H52 19.531 13.091 13.745
C55 12.906 13.264 16.816
O7 14.039 12.493 17.230
C56 13.886 11.578 18.166
O8 12.882 11.217 18.779
O9 15.129 11.248 18.492
C57 15.377 10.378 19.583
H53 12.292 13.489 17.689
H54 12.303 12.790 16.017
H55 13.388 14.169 16.368
H56 14.809 9.427 19.491
H57 15.099 10.812 20.588
H58 16.458 10.160 19.589
C58 15.125 13.144 14.319
O10 15.506 13.761 15.536
C59 16.526 13.128 16.118
O11 17.085 12.140 15.640
O12 16.907 13.810 17.168
C60 17.877 13.091 17.882
H59 14.153 13.529 13.961
H60 14.987 12.068 14.487
H61 15.863 13.363 13.529
H62 18.288 13.785 18.597
H63 18.720 12.813 17.294
H64 17.453 12.303 18.537
C61 16.628 11.340 11.582
O13 17.565 12.310 11.266
C62 18.490 11.933 10.384
O14 18.736 10.764 10.165
O15 19.227 12.960 10.012
C63 20.455 12.539 9.442
H65 17.024 10.375 11.773
H66 15.913 11.173 10.780
H67 16.064 11.661 12.476
H68 20.213 12.074 8.479
H69 20.966 11.793 10.061
H70 21.017 13.444 9.230

---

(2)
DFT (ωB97M-V/def2-TZVPD) results for a cluster of 7 separate species, C63H74Br2N3O28 in total.

Positions of all 170 atoms, in Å:
C1 10.722 -1.967 0.485
C2 9.219 -2.130 1.038
C3 9.052 -3.381 2.068
C4 7.436 -3.619 2.174
C5 7.022 -4.450 0.876
C6 5.459 -4.432 0.503
C7 4.671 -3.098 0.915
C8 3.427 -2.894 -0.085
C9 3.139 -1.393 -0.534
C10 4.274 -0.480 -1.205
C11 5.629 -1.202 -1.640
C12 5.511 -2.315 -2.778
Br1 6.778 0.258 -2.442
C13 1.962 -1.394 -1.676
C14 2.148 -2.277 -2.995
N1 2.497 -1.516 -4.230
C15 1.313 -0.840 -4.852
C16 0.640 -1.659 -0.738
Br2 -0.108 -3.531 -0.740
C17 0.935 -1.004 0.736
C18 0.551 -1.902 1.993
C19 -1.054 -1.990 2.203
O1 -1.489 -3.017 2.786
O2 -1.964 -1.001 1.734
C20 -2.804 -1.622 0.737
C21 -4.044 -2.574 1.045
O3 -2.539 -1.342 -0.459
N2 2.390 -0.594 0.532
C22 3.163 -0.073 1.716
C23 3.299 1.554 1.673
C24 2.158 2.300 2.535
C25 2.268 3.888 2.173
N3 3.714 4.300 1.939
C26 3.795 5.162 0.718
C27 4.810 4.924 -0.484
O4 3.038 6.175 0.639
H1 10.844 -0.858 0.189
H2 11.526 -2.220 1.251
H3 10.838 -2.559 -0.501
H4 8.553 -2.264 0.100
H5 8.813 -1.169 1.540
H6 9.490 -3.121 3.088
H7 9.486 -4.316 1.582
H8 7.232 -4.147 3.171
H9 6.989 -2.573 2.258
H10 7.286 -5.554 1.100
H11 7.631 -4.194 -0.068
H12 5.398 -4.645 -0.634
H13 4.998 -5.372 0.993
H14 5.317 -2.168 1.021
H15 4.239 -3.301 1.970
H16 3.518 -3.643 -0.950
H17 2.492 -3.243 0.500
H18 4.583 0.443 -0.578
H19 3.819 -0.024 -2.165
H20 6.262 -1.630 -0.799
H21 6.594 -2.603 -3.064
H22 5.006 -3.286 -2.463
H23 5.044 -1.936 -3.762
H24 1.686 -0.357 -2.117
H25 2.879 -3.144 -2.916
H26 1.120 -2.759 -3.216
H27 3.224 -0.809 -4.070
H28 1.523 -0.780 -5.987
H29 0.317 -1.349 -4.640
H30 1.342 0.263 -4.499
H31 -0.136 -1.023 -1.280
H32 0.211 -0.103 0.735
H33 0.882 -3.005 1.904
H34 0.958 -1.542 2.998
H35 -4.271 -2.704 2.156
H36 -3.874 -3.615 0.577
H37 -4.996 -2.169 0.540
H38 2.239 0.292 -0.004
H39 2.704 -0.307 2.730
H40 4.248 -0.449 1.761
H41 4.292 1.782 2.216
H42 3.430 1.960 0.613
H43 1.108 1.886 2.386
H44 2.505 2.236 3.636
H45 1.706 4.081 1.195
H46 1.905 4.547 3.040
H47 4.014 4.941 2.698
H48 5.799 4.437 -0.182
H49 4.347 4.281 -1.324
H50 5.092 5.918 -0.996
C28 -0.048 3.191 -6.718
C29 -0.931 3.780 -7.527
C30 -2.131 4.484 -6.988
O5 -2.906 5.027 -7.755
C31 -2.331 4.486 -5.535
C32 -1.450 3.894 -4.727
C33 -0.237 3.215 -5.264
O6 0.558 2.698 -4.493
O7 -1.623 3.886 -3.375
O8 -0.772 3.764 -8.877
H51 0.827 2.679 -7.096
H52 -3.213 4.984 -5.158
H53 -0.856 3.400 -3.019
H54 -1.537 4.256 -9.235
C34 -5.054 -4.928 5.585
C35 -5.385 -6.076 6.180
C36 -4.525 -7.289 6.063
O9 -4.848 -8.314 6.635
C37 -3.310 -7.193 5.246
C38 -2.982 -6.046 4.649
C39 -3.828 -4.827 4.789
O10 -3.484 -3.793 4.241
O11 -1.858 -5.941 3.885
O12 -6.522 -6.186 6.920
H55 -5.668 -4.041 5.664
H56 -2.704 -8.084 5.154
H57 -1.844 -5.015 3.567
H58 -6.533 -7.109 7.243
C40 7.365 0.344 6.477
C41 7.027 -0.850 5.988
C42 8.014 -1.964 5.903
O13 7.661 -3.047 5.466
C43 9.385 -1.704 6.349
C44 9.726 -0.508 6.836
C45 8.732 0.598 6.946
O14 9.073 1.670 7.412
O15 10.995 -0.251 7.251
O16 5.762 -1.102 5.545
H59 6.658 1.159 6.547
H60 10.096 -2.515 6.265
H61 10.985 0.677 7.559
H62 5.774 -2.032 5.244
C46 -6.637 5.399 -2.950
C47 -7.904 5.723 -2.683
C48 -9.001 5.430 -3.649
O17 -10.150 5.723 -3.364
C49 -8.645 4.796 -4.922
C50 -7.378 4.475 -5.190
C51 -6.285 4.744 -4.213
O18 -5.139 4.420 -4.485
O19 -7.032 3.889 -6.370
O20 -8.246 6.334 -1.516
H63 -5.832 5.605 -2.257
H64 -9.447 4.605 -5.620
H65 -6.065 3.757 -6.321
H66 -9.214 6.460 -1.563
C52 -5.108 1.601 5.584
C53 -5.462 0.460 6.180
C54 -4.623 -0.768 6.071
O21 -4.967 -1.786 6.644
C55 -3.401 -0.695 5.261
C56 -3.050 0.445 4.664
C57 -3.875 1.679 4.795
O22 -3.511 2.706 4.249
O23 -1.920 0.529 3.906
O24 -6.605 0.371 6.913
H67 -5.707 2.499 5.657
H68 -2.810 -1.597 5.175
H69 -1.889 1.452 3.587
H70 -6.635 -0.550 7.239
C58 -13.854 4.294 -8.073
C59 -12.893 4.413 -7.154
C60 -12.014 3.263 -6.796
O25 -11.133 3.414 -5.965
C61 -12.253 1.980 -7.463
C62 -13.217 1.860 -8.379
C63 -14.078 3.017 -8.758
O26 -14.936 2.875 -9.611
O27 -13.452 0.676 -9.005
O28 -12.676 5.592 -6.507
H71 -14.497 5.121 -8.343
H72 -11.621 1.150 -7.181
H73 -14.193 0.849 -9.619
H74 -11.931 5.421 -5.897

Charge: +1

---

(3)
DFT (ωB97M-V/def2-TZVPD) results for a structure of composition C63H76CsN8P2SSb2Si2.

Positions of all 155 atoms, in Å:
Cs1 -0.092 1.026 -0.369
C1 3.281 3.650 4.051
Si1 3.303 2.260 2.744
C2 4.488 0.961 3.489
C3 4.185 3.041 1.240
N1 1.842 1.625 2.182
P1 0.505 1.384 3.040
C4 -0.516 0.327 2.229
P2 -2.189 0.323 2.061
N2 -2.589 -0.238 0.604
Si2 -4.158 -0.772 0.208
C5 -4.302 -0.792 -1.690
C6 -4.547 -2.545 0.777
C7 -5.653 0.259 0.784
C8 -2.959 -0.809 3.303
C9 -2.244 -2.004 3.441
C10 -2.687 -3.015 4.276
C11 -3.858 -2.842 5.006
C12 -4.581 -1.668 4.875
C13 -4.139 -0.660 4.025
C14 -3.083 1.901 2.331
C15 -3.447 2.394 3.581
C16 -4.085 3.620 3.703
C17 -4.331 4.396 2.583
C18 -3.957 3.924 1.331
C19 -3.346 2.687 1.208
C20 -0.035 3.056 3.589
C21 0.288 4.125 2.750
C22 0.056 5.433 3.140
C23 -0.521 5.706 4.373
C24 -0.877 4.655 5.201
C25 -0.655 3.345 4.802
C26 1.059 0.634 4.644
C27 1.373 -0.723 4.490
C28 1.922 -1.459 5.524
C29 2.154 -0.856 6.755
C30 1.839 0.482 6.930
C31 1.303 1.222 5.882
H1 4.291 3.997 4.285
H2 2.827 3.293 4.977
H3 2.694 4.506 3.708
H4 5.525 1.315 3.518
H5 4.451 0.020 2.930
H6 4.190 0.730 4.516
H7 5.262 3.163 1.408
H8 3.775 4.034 1.033
H9 4.042 2.438 0.338
H10 -3.739 -1.620 -2.128
H11 -3.940 0.137 -2.137
H12 -5.350 -0.920 -1.980
H13 -3.707 -3.215 0.573
H14 -5.429 -2.937 0.261
H15 -4.741 -2.577 1.852
H16 -5.595 1.287 0.416
H17 -5.698 0.302 1.874
H18 -6.589 -0.178 0.428
H19 -1.327 -2.106 2.871
H20 -2.124 -3.936 4.365
H21 -4.208 -3.622 5.673
H22 -5.500 -1.532 5.434
H23 -4.736 0.237 3.916
H24 -3.243 1.800 4.462
H25 -4.387 3.978 4.681
H26 -4.838 5.349 2.682
H27 -4.211 4.490 0.439
H28 -3.112 2.274 0.235
H29 0.811 3.898 1.826
H30 0.379 6.254 2.510
H31 -0.669 6.731 4.694
H32 -1.322 4.861 6.168
H33 -0.927 2.534 5.466
H34 1.165 -1.173 3.524
H35 2.174 -2.504 5.381
H36 2.581 -1.423 7.574
H37 2.017 0.960 7.887
H38 1.094 2.273 6.036
C32 0.436 -1.651 -2.853
C33 -0.810 -2.522 -2.721
C34 -0.577 -3.851 -2.007
Sb1 0.053 -3.591 0.064
C35 0.064 -5.731 0.485
C36 -0.368 -6.700 -0.414
C37 -0.225 -8.052 -0.126
C38 0.347 -8.454 1.071
C39 0.762 -7.496 1.986
C40 0.618 -6.148 1.693
C41 2.197 -3.810 -0.178
C42 2.811 -4.318 -1.316
C43 4.168 -4.608 -1.319
C44 4.928 -4.397 -0.177
C45 4.329 -3.871 0.959
C46 2.974 -3.576 0.953
Sb2 -0.149 0.135 -3.939
C47 -0.129 -1.007 -5.799
C48 0.992 -1.741 -6.184
C49 1.002 -2.456 -7.372
C50 -0.113 -2.443 -8.201
C51 -1.233 -1.715 -7.834
C52 -1.239 -1.004 -6.639
C53 1.814 0.887 -4.394
C54 2.093 1.356 -5.675
C55 3.342 1.876 -5.984
C56 4.333 1.930 -5.012
C57 4.063 1.472 -3.731
C58 2.806 0.966 -3.425
H39 1.230 -2.174 -3.389
H40 0.818 -1.383 -1.866
H41 -1.208 -2.723 -3.724
H42 -1.584 -1.962 -2.182
H43 0.146 -4.464 -2.549
H44 -1.519 -4.403 -1.957
H45 -0.816 -6.407 -1.355
H46 -0.559 -8.793 -0.843
H47 0.467 -9.508 1.291
H48 1.202 -7.803 2.927
H49 0.957 -5.409 2.412
H50 2.230 -4.501 -2.213
H51 4.634 -5.008 -2.213
H52 5.985 -4.636 -0.173
H53 4.924 -3.673 1.843
H54 2.518 -3.148 1.841
H55 1.875 -1.741 -5.554
H56 1.881 -3.021 -7.657
H57 -0.107 -3.002 -9.129
H58 -2.103 -1.697 -8.480
H59 -2.119 -0.437 -6.354
H60 1.332 1.303 -6.446
H61 3.542 2.230 -6.988
H62 5.311 2.329 -5.254
H63 4.825 1.495 -2.961
H64 2.618 0.619 -2.418
C59 7.468 0.375 1.137
N3 6.126 0.382 0.587
C60 5.629 -0.405 -0.382
S1 3.984 -0.604 -0.561
N4 6.485 -1.080 -1.198
C61 7.769 -0.589 -1.680
H65 7.396 0.464 2.221
H66 8.063 1.216 0.770
H67 7.979 -0.557 0.901
H68 5.414 0.826 1.145
H69 5.979 -1.680 -1.828
H70 7.922 0.444 -1.375
H71 7.782 -0.622 -2.770
H72 8.598 -1.196 -1.308
N5 -1.714 6.292 0.173
C62 -0.905 5.604 -0.661
N6 0.326 6.103 -0.923
N7 -1.384 4.541 -1.233
C63 -0.724 3.732 -2.009
N8 -0.228 2.927 -2.680
H73 -1.306 6.951 0.810
H74 -2.481 5.747 0.541
H75 0.730 6.818 -0.345
H76 0.954 5.544 -1.477

Charge: -1

---

no.,frontier orbital gap (Eh),F_max (Eh/bohr)
1,0.3545,0.07799
2,0.2725,0.10347
3,0.1876,0.04280